[1]
The following is a quantum chemistry calculation of a molecular structure, C9H16BaNOSSe2SiTe2, from OMol25.

For the gap between HOMO and LUMO, the calculation gives 5.119 eV. The HOMO energy comes out at -0.111 hartree. The energy relative to the best compared isomer or geometry (same formula, charge and spin) is 18.4 kcal/mol. The value obtained for the LUMO energy is 2.099 eV.

The geometry in ORCA input format:
```
! RIJCOSX wB97M-V def2-TZVPD def2/J DEFGRID3
* xyz -1 1
Ba -2.7093 1.5483 0.5493
C 4.2022 -0.8348 0.3156
Si 2.5511 -1.4400 -0.4550
C 2.6378 -3.3534 -0.5775
C 2.4382 -0.7381 -2.2164
C 1.1690 -1.0194 0.7653
C 1.2870 -1.5284 2.0458
C 0.3302 -1.2714 3.0183
C -0.7400 -0.4762 2.6639
N -0.8895 0.0285 1.4538
C 0.0232 -0.2282 0.5026
S -0.2911 0.4561 -1.0178
H 5.0459 -1.1170 -0.3075
H 4.3678 -1.2635 1.3001
H 4.2193 0.2465 0.4191
H 3.4633 -3.6654 -1.2107
H 1.7259 -3.7639 -1.0016
H 2.7843 -3.8109 0.3971
H 3.2860 -1.0497 -2.8199
H 2.4154 0.3459 -2.2023
H 1.5324 -1.0715 -2.7100
H 2.1440 -2.1380 2.2943
H 0.4211 -1.6737 4.0135
H -1.5188 -0.2258 3.3763
Se -3.8869 1.1453 3.6344
Te -6.0201 2.3093 4.1691
Te -6.8840 3.6215 1.8908
Se -5.2372 3.2711 0.0379
C -3.2180 3.1832 -3.2003
O -2.6176 2.3787 -2.2128
H -3.6824 2.5818 -3.9917
H -2.4990 3.8810 -3.6442
H -3.9934 3.7538 -2.6932
H -1.8567 1.9184 -2.5862
*
```

Atom-resolved charges from Löwdin, all expressed in e: atom 1 (Ba): 1.342, atom 2 (C): -0.180, atom 3 (Si): 0.574, atom 4 (C): -0.180, atom 5 (C): -0.237, atom 6 (C): -0.266, atom 7 (C): -0.103, atom 8 (C): -0.067, atom 9 (C): -0.179, atom 10 (N): -0.258, atom 11 (C): -0.847, atom 12 (S): 0.492, atom 13 (H): 0.018, atom 14 (H): 0.015, atom 15 (H): 0.024, atom 16 (H): 0.018, atom 17 (H): 0.024, atom 18 (H): 0.015, atom 19 (H): 0.019, atom 20 (H): 0.003, atom 21 (H): -0.001, atom 22 (H): 0.095, atom 23 (H): 0.097, atom 24 (H): 0.026, atom 25 (Se): -0.531, atom 26 (Te): -0.058, atom 27 (Te): -0.049, atom 28 (Se): -0.552, atom 29 (C): -0.159, atom 30 (O): -0.317, atom 31 (H): 0.085, atom 32 (H): 0.083, atom 33 (H): 0.042, atom 34 (H): 0.012


[2]
The following is a quantum chemistry calculation of 2 unconnected molecules or ions with the total composition C6H12, from OMol25.

For the gap between HOMO and LUMO, the calculation gives 10.003 eV. The HOMO energy comes out at -0.322 hartree. The energy relative to the best compared isomer or geometry (same formula, charge and spin) is 56.1 kcal/mol. Its structure (SMILES) is C=C/C=C/CC.[H][H]. The value obtained for the LUMO energy is 1.237 eV.

The geometry in ORCA input format:
```
! RIJCOSX wB97M-V def2-TZVPD def2/J DEFGRID3
* xyz 0 1
C -1.2792 -2.1772 -1.2994
C -0.0460 -1.7013 -1.1342
C 0.2279 -0.3735 -0.5694
C -0.4437 0.2167 0.4216
C -0.2377 1.6441 0.8478
C 0.9466 2.3176 0.1631
H -2.1341 -1.6074 -0.9446
H -1.4785 -3.1069 -1.8208
H 0.8096 -2.2618 -1.5133
H 1.0244 0.1712 -1.0697
H -1.2030 -0.3508 0.9636
H -0.1209 1.6933 1.9391
H -1.1605 2.2020 0.6280
H 0.7964 2.3668 -0.9212
H 1.8675 1.7522 0.3461
H 1.0953 3.3362 0.5300
H 0.6815 -1.7104 1.8389
H 0.6543 -2.4107 1.5944
*
```

Atom-resolved charges from Löwdin, all expressed in e: atom 1 (C): 0.002, atom 2 (C): -0.210, atom 3 (C): -0.166, atom 4 (C): -0.157, atom 5 (C): -0.260, atom 6 (C): -0.131, atom 7 (H): 0.059, atom 8 (H): 0.051, atom 9 (H): 0.096, atom 10 (H): 0.094, atom 11 (H): 0.103, atom 12 (H): 0.106, atom 13 (H): 0.111, atom 14 (H): 0.074, atom 15 (H): 0.077, atom 16 (H): 0.070, atom 17 (H): 0.034, atom 18 (H): 0.046


[3]
The following is a quantum chemistry calculation of 9 unconnected molecules or ions with the total composition H18O9, from OMol25.

For the gap between HOMO and LUMO, the calculation gives 10.709 eV. The HOMO energy comes out at -0.391 hartree. The energy relative to the best compared isomer or geometry (same formula, charge and spin) is 44.2 kcal/mol. Its structure (SMILES) is O.O.O.O.O.O.O.O.O. The value obtained for the LUMO energy is 0.077 eV.

The geometry in ORCA input format:
```
! RIJCOSX wB97M-V def2-TZVPD def2/J DEFGRID3
* xyz 0 1
O -3.1715 25.5456 -16.1702
H -2.2125 25.6428 -16.0899
H -3.3567 25.7721 -17.0877
O -3.2608 22.9590 -14.5634
H -3.4454 23.7613 -14.0570
H -2.8392 23.2868 -15.3629
O -0.7092 24.4118 -17.7045
H -1.0455 23.7276 -17.1097
H 0.2131 24.1700 -17.8283
O -6.8458 25.0476 -15.0099
H -7.1347 25.9530 -15.1526
H -6.0438 25.1242 -14.4695
O -3.1798 20.2738 -13.6061
H -3.9308 20.2805 -13.0065
H -3.2439 21.1111 -14.0932
O -4.3655 25.5570 -13.5770
H -4.2235 26.3363 -13.0298
H -4.0366 25.8092 -14.4619
O -0.7372 21.8610 -16.1900
H -0.0303 21.2353 -15.9984
H -1.5313 21.3156 -16.2555
O -4.9446 23.0450 -12.0074
H -5.2233 22.7844 -12.8920
H -5.3823 23.8883 -11.8618
O 0.0131 23.0650 -13.4312
H 0.7589 22.5124 -13.1819
H -0.3830 22.6311 -14.1984
*
```

Atom-resolved charges from Löwdin, all expressed in e: atom 1 (O): -0.040, atom 2 (H): 0.055, atom 3 (H): 0.070, atom 4 (O): -0.049, atom 5 (H): 0.016, atom 6 (H): 0.019, atom 7 (O): -0.062, atom 8 (H): -0.007, atom 9 (H): 0.042, atom 10 (O): -0.068, atom 11 (H): 0.030, atom 12 (H): -0.017, atom 13 (O): -0.077, atom 14 (H): 0.026, atom 15 (H): -0.020, atom 16 (O): -0.064, atom 17 (H): 0.073, atom 18 (H): 0.023, atom 19 (O): -0.041, atom 20 (H): 0.068, atom 21 (H): 0.067, atom 22 (O): -0.052, atom 23 (H): 0.025, atom 24 (H): 0.027, atom 25 (O): -0.060, atom 26 (H): 0.031, atom 27 (H): -0.014


[4]
The following is a quantum chemistry calculation of 13 unconnected molecules or ions with the total composition C22H70N4O13, from OMol25.

For the gap between HOMO and LUMO, the calculation gives 9.550 eV. The HOMO energy comes out at -0.344 hartree. The energy relative to the best compared isomer or geometry (same formula, charge and spin) is 21.2 kcal/mol. The value obtained for the LUMO energy is 0.183 eV.

The geometry in ORCA input format:
```
! RIJCOSX wB97M-V def2-TZVPD def2/J DEFGRID3
* xyz 0 1
C 9.7321 -21.8903 -3.2780
C 9.5285 -23.3912 -3.3752
O 10.1323 -24.0924 -2.3311
H 10.7491 -21.5126 -3.4472
H 9.4558 -21.5996 -2.2723
H 9.0693 -21.4198 -3.9903
H 9.9478 -23.7489 -4.3485
H 8.4084 -23.5281 -3.2535
H 10.2774 -24.9661 -2.6236
C 8.3211 -22.3999 -11.8849
C 9.4684 -21.5695 -11.4798
O 9.7379 -20.6669 -12.5199
H 8.0624 -22.9758 -10.9887
H 8.4016 -23.1297 -12.7220
H 7.4323 -21.7214 -12.0568
H 10.3245 -22.2057 -11.3569
H 9.1750 -21.0610 -10.5702
H 10.5158 -20.1425 -12.3278
C 12.8206 -27.7188 -10.3478
C 11.4926 -27.4901 -11.0070
O 10.5654 -26.7499 -10.2648
H 13.2202 -26.8157 -9.9581
H 13.5901 -27.9560 -11.0989
H 12.9108 -28.4284 -9.5332
H 11.1365 -28.4812 -11.2370
H 11.5960 -27.0135 -12.0740
H 10.4791 -26.9445 -9.3640
C 13.4311 -23.9843 -10.7073
C 14.5839 -22.9946 -10.7010
O 14.4834 -22.3178 -11.9727
H 12.4389 -23.5614 -10.9702
H 13.3426 -24.3600 -9.6665
H 13.6423 -24.8602 -11.2556
H 15.5670 -23.4510 -10.5404
H 14.4294 -22.1866 -9.9685
H 14.8065 -21.4507 -11.7407
C 7.9146 -21.6022 -6.5404
C 8.1990 -21.4514 -8.0350
O 7.2767 -20.5975 -8.5860
H 6.9343 -21.9620 -6.3068
H 7.9957 -20.7369 -5.9070
H 8.6120 -22.2272 -6.1067
H 8.1596 -22.4319 -8.5931
H 9.1563 -21.0657 -8.1209
H 6.6736 -21.2048 -8.9865
C 7.7906 -26.3224 -3.9492
C 8.3179 -25.9632 -5.3253
O 7.9923 -24.7038 -5.6993
H 6.7273 -26.3507 -3.9932
H 8.1172 -25.6995 -3.0960
H 8.1505 -27.3302 -3.7017
H 7.9235 -26.7185 -6.0455
H 9.4267 -26.0273 -5.2347
H 8.2139 -24.6472 -6.6156
C 12.6359 -25.3305 -5.7708
C 13.1990 -25.8338 -7.1575
O 13.4340 -27.2087 -6.9448
H 11.7138 -25.5513 -5.4813
H 12.6210 -24.2349 -5.8364
H 13.2933 -25.6613 -4.9294
H 14.1904 -25.3987 -7.4310
H 12.5521 -25.5875 -8.0153
H 14.2919 -27.3604 -6.5549
C 10.6606 -24.5838 -13.0302
C 9.8024 -25.6090 -13.8216
O 10.0613 -25.6148 -15.1994
H 10.6075 -23.5538 -13.4494
H 11.7061 -24.8879 -12.9990
H 10.2292 -24.4915 -11.9829
H 8.7458 -25.3824 -13.6775
H 9.8684 -26.6428 -13.4504
H 9.2213 -25.8891 -15.6252
C 10.8600 -29.3126 -8.0452
C 10.0581 -28.1829 -7.4414
O 10.5525 -26.9039 -7.4434
H 11.8594 -29.3230 -7.6317
H 10.7912 -29.2577 -9.1079
H 10.2568 -30.2059 -7.8134
H 9.7804 -28.4892 -6.4129
H 9.1381 -28.0455 -7.9772
H 11.4923 -26.9080 -7.3681
C 7.3450 -25.8578 -10.1972
O 7.7054 -25.6584 -8.8550
N 8.0751 -26.2840 -11.1768
N 6.1179 -25.6295 -10.5041
H 9.0787 -26.2833 -10.9792
H 7.6702 -26.4609 -12.1034
H 5.4571 -25.7685 -9.6944
H 5.6401 -25.8239 -11.3934
C 12.9745 -21.8181 -6.9511
O 13.6583 -22.8678 -7.6001
N 11.7907 -21.9471 -6.4465
N 13.4700 -20.6218 -6.7706
H 11.1848 -22.7512 -6.7137
H 11.3974 -21.0809 -5.9440
H 14.3978 -20.5019 -7.1257
H 13.0533 -19.9031 -6.2587
C 10.3282 -23.8219 -8.8419
O 10.3061 -24.0340 -7.4311
H 9.4666 -24.2362 -9.3774
H 11.1687 -24.2306 -9.2907
H 10.3382 -22.7876 -9.0890
H 10.2416 -24.9289 -7.0766
C 12.1051 -20.0295 -9.8187
O 11.5987 -19.0020 -10.5932
H 12.1882 -20.8892 -10.4340
H 11.4701 -20.4698 -8.9974
H 13.0637 -19.7019 -9.3788
H 12.0988 -18.9468 -11.3971
*
```

Results of the Löwdin charge analysis, in e, for atoms 1 through 99: atom 1 (C): -0.081, atom 2 (C): -0.346, atom 3 (O): -0.056, atom 4 (H): 0.069, atom 5 (H): 0.074, atom 6 (H): 0.046, atom 7 (H): 0.109, atom 8 (H): 0.126, atom 9 (H): 0.049, atom 10 (C): -0.088, atom 11 (C): -0.359, atom 12 (O): -0.050, atom 13 (H): 0.058, atom 14 (H): 0.072, atom 15 (H): 0.108, atom 16 (H): 0.080, atom 17 (H): 0.103, atom 18 (H): 0.055, atom 19 (C): -0.074, atom 20 (C): -0.294, atom 21 (O): -0.078, atom 22 (H): 0.039, atom 23 (H): 0.093, atom 24 (H): 0.060, atom 25 (H): 0.097, atom 26 (H): 0.132, atom 27 (H): 0.022, atom 28 (C): -0.082, atom 29 (C): -0.283, atom 30 (O): -0.098, atom 31 (H): 0.068, atom 32 (H): 0.048, atom 33 (H): 0.051, atom 34 (H): 0.115, atom 35 (H): 0.086, atom 36 (H): 0.059, atom 37 (C): -0.060, atom 38 (C): -0.334, atom 39 (O): -0.038, atom 40 (H): 0.080, atom 41 (H): 0.069, atom 42 (H): 0.009, atom 43 (H): 0.118, atom 44 (H): 0.067, atom 45 (H): 0.077, atom 46 (C): -0.069, atom 47 (C): -0.374, atom 48 (O): -0.063, atom 49 (H): 0.065, atom 50 (H): 0.063, atom 51 (H): 0.080, atom 52 (H): 0.125, atom 53 (H): 0.099, atom 54 (H): 0.041, atom 55 (C): -0.039, atom 56 (C): -0.281, atom 57 (O): -0.097, atom 58 (H): -0.009, atom 59 (H): 0.050, atom 60 (H): 0.101, atom 61 (H): 0.126, atom 62 (H): 0.083, atom 63 (H): 0.095, atom 64 (C): -0.073, atom 65 (C): -0.348, atom 66 (O): -0.069, atom 67 (H): 0.091, atom 68 (H): 0.062, atom 69 (H): 0.069, atom 70 (H): 0.081, atom 71 (H): 0.097, atom 72 (H): 0.101, atom 73 (C): -0.050, atom 74 (C): -0.326, atom 75 (O): -0.091, atom 76 (H): 0.076, atom 77 (H): 0.047, atom 78 (H): 0.095, atom 79 (H): 0.122, atom 80 (H): 0.108, atom 81 (H): 0.024, atom 82 (C): -0.626, atom 83 (O): -0.127, atom 84 (N): 0.191, atom 85 (N): 0.136, atom 86 (H): 0.065, atom 87 (H): 0.124, atom 88 (H): 0.149, atom 89 (H): 0.123, atom 90 (C): -0.595, atom 91 (O): -0.129, atom 92 (N): 0.171, atom 93 (N): 0.166, atom 94 (H): 0.074, atom 95 (H): 0.156, atom 96 (H): 0.116, atom 97 (H): 0.095, atom 98 (C): -0.114, atom 99 (O): -0.128